Record 1
Computed, not measured: a 9-piece molecular cluster, C30H64O9 overall in a non-equilibrium geometry, with ωB97M-V/def2-TZVPD.

Summary:
**LUMO energy**: 0.71 eV
**Max |F|**: 4.00 eV Å⁻¹
**Electronic energy**: -50569.351 eV
**SMILES**: C1CCOC1.C1CCOC1.C1CCOC1.C1CCOC1.C1CCOC1.C1CCOC1.C1CCOC1.CO.CO
**Energy relative to the best compared isomer or geometry (same formula, charge and spin)**: 0.733 eV

Structure (ORCA input):
```
! wB97M-V def2-TZVPD RIJCOSX def2/J DEFGRID3
* xyz 0 1
C -1.6725 -0.4525 -2.9064
O -0.5015 -0.3113 -2.1782
H -2.1608 -1.3310 -2.4547
H -2.2920 0.4233 -2.8504
H -1.4373 -0.7152 -3.9647
H 0.2496 -0.3170 -2.7968
C 1.9164 0.6931 -4.9518
O 1.4501 -0.4455 -4.2819
H 2.8630 1.0650 -4.7066
H 1.8226 0.4997 -6.0474
H 1.1904 1.5404 -4.8648
H 1.5867 -1.2167 -4.8520
C 0.7806 4.7811 4.6377
C 1.4008 3.5035 4.0002
C 2.6465 3.9880 3.2597
O 2.9183 5.2523 3.6831
C 2.0980 5.6129 4.7700
H 0.3138 4.7892 5.6633
H 0.1169 5.1727 3.8666
H 0.6662 3.1006 3.3008
H 1.7280 2.7949 4.7488
H 2.4908 4.0987 2.1686
H 3.5070 3.3433 3.3638
H 1.9637 6.6879 4.7914
H 2.5658 5.2567 5.7314
C -1.7542 4.8374 -2.9172
C -0.4178 5.4105 -3.3714
C 0.4285 4.1787 -3.8321
O -0.2162 3.0918 -3.2394
C -1.6330 3.3804 -3.3395
H -2.6426 5.2889 -3.4108
H -1.8809 4.9008 -1.8065
H 0.1476 5.9292 -2.6250
H -0.4265 6.1606 -4.1127
H 1.4388 4.1590 -3.6077
H 0.2407 4.1019 -4.9402
H -2.1235 2.6771 -2.6691
H -1.9653 3.2486 -4.4041
C -4.0459 -2.0662 -0.4148
C -3.6236 -0.6751 0.1687
C -4.8492 0.1846 -0.1715
O -5.5314 -0.5529 -1.2233
C -5.5056 -1.9471 -0.8280
H -3.8956 -2.9488 0.2801
H -3.4579 -2.4074 -1.2626
H -2.7049 -0.3841 -0.3483
H -3.4580 -0.5465 1.1970
H -4.7109 1.1057 -0.6689
H -5.4186 0.3054 0.6713
H -5.8313 -2.4740 -1.7226
H -6.2381 -2.1372 -0.0013
C 0.9625 -4.3492 1.8192
C -0.0102 -3.4267 2.4762
C -1.1581 -3.2463 1.4427
O -0.9096 -4.1862 0.4080
C 0.5382 -4.2785 0.3513
H 0.8882 -5.4022 2.0664
H 1.9711 -4.0441 1.7769
H 0.3825 -2.4418 2.8429
H -0.4534 -3.8577 3.4095
H -1.1290 -2.2221 1.0159
H -2.1274 -3.5908 1.8086
H 0.8852 -3.4137 -0.2524
H 0.7307 -5.2128 -0.2122
C 2.4626 -5.1867 -6.1064
C 3.4792 -4.8270 -4.9998
C 2.7162 -3.8608 -4.1499
O 2.0318 -3.0326 -5.0552
C 1.7023 -3.8314 -6.2393
H 1.8168 -5.9904 -5.7413
H 2.8693 -5.6285 -7.0303
H 4.3646 -4.4070 -5.4293
H 3.7822 -5.7296 -4.4564
H 3.2785 -3.2426 -3.4806
H 1.9764 -4.4672 -3.5829
H 2.0389 -3.2577 -7.1436
H 0.6262 -4.0057 -6.2507
C 0.3095 -0.5676 7.4996
C -1.0351 -0.5575 6.6377
C -0.6404 -1.5016 5.5213
O 0.8244 -1.3211 5.3131
C 1.3624 -0.4999 6.3868
H 0.4782 -1.4887 8.0371
H 0.4668 0.2659 8.2032
H -1.1754 0.4781 6.2541
H -1.9584 -0.8848 7.1999
H -1.0866 -1.2093 4.5507
H -0.8689 -2.5217 5.7963
H 1.5729 0.5235 6.0993
H 2.2998 -0.8955 6.7772
C -0.0732 0.6931 1.0786
C -0.0286 1.9546 0.2131
C 1.4705 2.2467 -0.0614
O 2.1773 1.4392 0.9019
C 1.4286 0.2973 1.2829
H -0.6982 -0.0675 0.5799
H -0.5599 0.9079 2.0252
H -0.5281 2.7352 0.8192
H -0.6127 1.8307 -0.7335
H 1.8549 3.2488 0.0195
H 1.7525 1.8515 -1.1190
H 1.7923 0.1039 2.2846
H 1.6241 -0.5570 0.6152
*
```



Record 2
Computed, not measured: C30H66B2N2O25 as an isolated structure in a non-equilibrium geometry, with ωB97M-V/def2-TZVPD.

Summary:
**LUMO energy**: -0.38 eV
**Max |F|**: 11.56 eV Å⁻¹
**Electronic energy**: -87696.196 eV
**Energy relative to the best compared isomer or geometry (same formula, charge and spin)**: 0.650 eV

Structure (ORCA input):
```
! wB97M-V def2-TZVPD RIJCOSX def2/J DEFGRID3
* xyz 0 1
C 19.4070 -10.4370 18.5205
C 19.4065 -12.0379 18.2314
C 20.7904 -12.6931 18.0930
C 21.7189 -12.0138 17.0365
N 22.9158 -12.8416 16.6686
C 23.6165 -12.3400 15.4422
C 24.3638 -13.5873 14.7751
C 23.6127 -14.7814 15.3025
C 22.5032 -14.1863 16.0673
C 23.7501 -12.9670 17.9170
C 24.1423 -11.5434 18.6249
C 24.9894 -11.7075 19.8460
H 18.3873 -10.0869 18.6644
H 19.8083 -9.9974 17.6096
H 19.8696 -10.0508 19.4850
H 18.9178 -11.9988 17.1683
H 18.8739 -12.4865 19.0954
H 20.3816 -13.6983 17.8265
H 21.2431 -12.7005 18.9486
H 22.0529 -11.1080 17.2954
H 21.2502 -11.9972 16.0070
H 24.4387 -11.6236 15.9445
H 23.0206 -11.9486 14.7498
H 25.3444 -13.7094 15.1944
H 24.3228 -13.3876 13.6744
H 24.2623 -15.1181 16.0792
H 23.1386 -15.3217 14.4843
H 22.0560 -14.8261 16.8652
H 21.7575 -14.1320 15.2481
H 24.6143 -13.6330 17.6752
H 23.2560 -13.6587 18.6875
H 23.3008 -11.1850 18.9248
H 24.6673 -10.6359 18.1231
H 25.9430 -12.2641 19.5743
H 24.4686 -12.0491 20.7200
H 25.5000 -10.7597 20.1919
C 19.5926 -8.4287 22.0194
C 19.4325 -7.8659 23.4515
C 18.9824 -8.9285 24.4058
C 18.8471 -8.3757 25.8874
N 18.1372 -9.3360 26.8305
C 18.6072 -10.7855 26.7526
C 17.4673 -11.6277 26.0567
C 16.2252 -10.8771 26.3427
C 16.6661 -9.3735 26.5378
C 18.2910 -8.7571 28.1268
C 17.9229 -7.2332 28.4714
C 17.9331 -7.0181 29.9785
H 18.7891 -8.4230 21.2406
H 20.0341 -9.2913 21.9097
H 20.3510 -7.8281 21.4845
H 18.6625 -7.0934 23.4987
H 20.1063 -7.3179 23.8463
H 19.7174 -9.7325 24.4514
H 17.9626 -9.2387 23.9041
H 18.3041 -7.4554 25.8558
H 19.7765 -8.2095 26.2220
H 18.7414 -11.1621 27.7872
H 19.5204 -10.9879 26.3029
H 17.6756 -12.7025 26.3910
H 17.8456 -11.6603 25.0004
H 15.5924 -11.3924 27.1518
H 15.5730 -11.0926 25.5635
H 16.0214 -8.7838 27.2496
H 16.3908 -8.8759 25.3849
H 19.2862 -8.7171 28.4490
H 17.7598 -9.3267 28.8351
H 16.9770 -6.8531 27.9060
H 18.7947 -6.5315 28.0926
H 18.0137 -5.9763 30.2460
H 18.9752 -7.5436 30.3400
H 17.0847 -7.5054 30.5489
O 24.0142 -13.0391 26.2169
C 24.9028 -13.1069 25.4865
O 25.2083 -14.1428 24.8862
B 25.9296 -13.8657 23.6156
O 25.9566 -12.4844 23.4929
C 25.4803 -12.0664 24.5756
O 25.5044 -10.7907 24.7330
O 25.4768 -14.7363 22.5358
C 26.4167 -15.4980 22.1881
O 26.3218 -16.4620 21.5146
C 27.6020 -15.1928 22.9431
O 27.4237 -14.3182 23.8353
O 28.7547 -15.4929 22.5358
O 19.6194 -13.5314 22.5160
C 20.7104 -12.8979 22.7457
O 20.8244 -11.7241 22.7821
B 22.2955 -11.3921 22.8792
O 22.9018 -12.7218 22.8464
C 22.0002 -13.5286 22.7693
O 22.2213 -14.6806 22.8419
O 22.6323 -10.5498 24.0493
C 22.9875 -9.3987 23.6200
O 23.2153 -8.4001 24.2581
C 23.0058 -9.3871 22.1984
O 22.6591 -10.4824 21.7666
O 23.4780 -8.5380 21.4768
O 23.7822 -15.5081 20.4762
H 24.1097 -15.2571 21.2566
H 23.3471 -16.3070 20.5410
O 24.9833 -6.1688 22.3688
H 25.6366 -5.9932 21.6812
H 24.3851 -6.4051 21.7269
O 17.6166 -11.4790 21.8473
H 17.1653 -12.0140 22.5722
H 18.4604 -11.8517 22.0834
O 23.1018 -16.6327 24.5676
H 22.6053 -15.7553 24.0610
H 22.8171 -16.6911 25.5689
O 22.5406 -7.4176 18.8300
H 23.2623 -7.3815 17.9766
H 22.6965 -8.0791 19.6027
O 21.5480 -9.4106 26.6968
H 22.0643 -9.4961 25.9421
H 21.7788 -10.3960 26.8694
O 22.7919 -17.9729 21.9083
H 23.0040 -18.9422 22.1500
H 22.7643 -17.2469 22.6365
O 19.0352 -16.0502 23.3783
H 17.9970 -15.9975 23.3813
H 19.5524 -15.2550 23.1563
O 25.0287 -6.9772 26.1772
H 25.0540 -7.6116 26.9011
H 24.3151 -6.9640 25.7139
*
```



Record 3
Computed, not measured: a 5-piece molecular cluster, C30H66N5O8 overall in a non-equilibrium geometry, with ωB97M-V/def2-TZVPD.

Summary:
**LUMO energy**: 2.03 eV
**Max |F|**: 1.57 eV Å⁻¹
**Electronic energy**: -56004.690 eV

Structure (ORCA input):
```
! wB97M-V def2-TZVPD RIJCOSX def2/J DEFGRID3
* xyz -1 1
C -4.3559 -3.5055 0.7242
C -3.6076 -3.4152 -0.4591
C -3.3131 -4.4983 -1.2977
C -2.5931 -4.3028 -2.4197
N -2.1007 -3.1425 -2.8433
C -2.3626 -2.1291 -2.0161
C -3.0684 -2.1858 -0.8746
H -5.1085 -2.7108 0.7332
H -4.9156 -4.4479 0.7698
H -3.6730 -5.4769 -1.0256
H -2.4043 -5.1680 -3.0534
H -1.9660 -1.1600 -2.2960
H -3.2054 -1.2972 -0.2801
C -0.0924 2.1137 -7.6682
O 0.8528 2.6280 -6.7522
C 0.4473 3.8099 -6.0756
C 0.0893 3.5497 -4.6257
N -1.1497 2.7949 -4.4901
C -1.3769 2.2504 -3.1500
C -0.3202 1.3362 -2.5317
O -0.2118 0.0585 -3.1189
C 0.5216 0.0001 -4.3250
H 0.4215 1.3878 -8.2971
H -0.9163 1.5985 -7.1646
H -0.4976 2.9032 -8.3086
H -0.3711 4.3089 -6.6052
H 1.3100 4.4837 -6.0917
H -0.0300 4.5117 -4.1130
H 0.9358 3.0261 -4.1724
H -1.1476 2.0296 -5.1496
H -2.3133 1.6896 -3.1915
H -1.5451 3.0919 -2.4674
H -0.6327 1.1492 -1.4997
H 0.6682 1.8129 -2.4693
H 1.3642 0.6985 -4.3272
H -0.1235 0.1872 -5.1882
H 0.9057 -1.0149 -4.4245
C 3.2801 0.0196 3.2454
O 2.1555 0.5399 2.5720
C 2.3083 0.6698 1.1631
C 1.5276 -0.3766 0.3930
N 2.1025 -1.7080 0.5391
C 1.2415 -2.8020 0.0702
C -0.1498 -2.9718 0.6698
O -0.1882 -3.4324 2.0087
C 0.0465 -2.4653 3.0103
H 3.1444 0.2120 4.3095
H 3.3772 -1.0623 3.1088
H 4.2035 0.5092 2.9188
H 3.3666 0.6639 0.8798
H 1.9018 1.6519 0.9008
H 1.5350 -0.1077 -0.6687
H 0.4886 -0.3333 0.7426
H 2.3256 -1.8716 1.5108
H 1.7911 -3.7306 0.2492
H 1.1359 -2.7021 -1.0147
H -0.6494 -3.7499 0.0887
H -0.7720 -2.0792 0.5604
H -0.3507 -1.4825 2.7420
H 1.1176 -2.3925 3.2407
H -0.4636 -2.8105 3.9065
C -5.5567 -3.5616 8.8286
O -4.8400 -4.7431 8.5387
C -5.5005 -5.6391 7.6506
C -4.8795 -5.6452 6.2676
N -5.1376 -4.4079 5.5465
C -4.3318 -4.2093 4.3302
C -2.8131 -4.2231 4.4381
O -2.2427 -3.0982 5.1015
C -2.2876 -3.1248 6.5100
H -5.0880 -3.0970 9.6959
H -5.5213 -2.8452 8.0017
H -6.6011 -3.7782 9.0730
H -6.5733 -5.4271 7.6031
H -5.3802 -6.6390 8.0787
H -5.3036 -6.4780 5.6973
H -3.8060 -5.8373 6.3946
H -4.9778 -3.6250 6.1645
H -4.6202 -3.2444 3.9120
H -4.6298 -4.9613 3.5958
H -2.4306 -4.1762 3.4153
H -2.4217 -5.1537 4.8703
H -2.1553 -4.1350 6.9073
H -3.2222 -2.6970 6.8860
H -1.4747 -2.4967 6.8804
C 7.3050 5.9379 -3.5112
O 6.8768 5.7332 -2.1801
C 6.1008 6.7906 -1.6312
C 4.6346 6.4239 -1.5126
N 3.9873 6.3363 -2.8158
C 2.6675 5.7022 -2.8152
C 2.5185 4.2815 -2.2775
O 3.0942 3.2731 -3.0858
C 4.4931 3.1038 -2.9619
H 8.0866 5.2088 -3.7204
H 6.4965 5.7816 -4.2331
H 7.7204 6.9407 -3.6468
H 6.2354 7.7164 -2.1991
H 6.4852 6.9639 -0.6221
H 4.1272 7.1909 -0.9191
H 4.5807 5.4791 -0.9580
H 4.5854 5.8251 -3.4496
H 2.3261 5.6949 -3.8537
H 1.9804 6.3527 -2.2634
H 1.4497 4.0618 -2.2632
H 2.8591 4.1819 -1.2397
H 4.8349 3.2620 -1.9362
H 5.0330 3.7683 -3.6420
H 4.7279 2.0797 -3.2512
*
```



Record 4
Computed, not measured: C30H67Cl2N8O12Tl as an isolated structure in a non-equilibrium geometry, with ωB97M-V/def2-TZVPD.

Summary:
**LUMO energy**: -3.60 eV
**Max |F|**: 4.81 eV Å⁻¹
**Electronic energy**: -98421.017 eV

Structure (ORCA input):
```
! wB97M-V def2-TZVPD RIJCOSX def2/J DEFGRID3
* xyz 0 1
Tl -0.0354 -0.0051 -0.1219
C -2.5215 -2.6567 -3.5113
C -1.7982 -1.8024 -2.5039
O -1.3010 -2.3779 -1.4619
O -1.8110 -0.5214 -2.5020
H -2.2589 -2.2873 -4.5026
H -3.5680 -2.4084 -3.3344
H -2.3296 -3.7293 -3.4838
O 1.9448 -0.1597 2.1639
C 1.2409 0.1926 3.3445
C 0.3272 1.4798 3.2853
O -0.7525 1.6513 2.4426
H 1.8545 0.3519 4.2312
H 0.7013 -0.7271 3.5706
H 0.8856 2.3833 3.0405
H -0.0881 1.5869 4.2874
C -5.3983 1.3194 0.2112
C -3.9534 1.3826 0.7742
O -3.1449 0.6235 0.2654
N -3.6759 2.0967 1.9018
C -4.4579 3.2555 2.3429
H -5.5553 0.3177 -0.1888
H -5.5792 2.0909 -0.5372
H -6.1113 1.5300 1.0083
H -2.6887 2.0373 2.1071
H -4.3613 3.9742 1.5292
H -3.8864 3.6831 3.1667
H -5.4927 3.2459 2.6854
C -4.2135 5.4586 -2.7913
C -4.9065 4.2156 -2.5366
O -6.0346 4.2235 -2.1593
N -4.3734 3.0110 -2.7997
C -3.0606 2.7882 -3.3703
H -4.4495 6.2401 -2.0691
H -4.5542 5.7258 -3.7916
H -3.1375 5.3118 -2.6982
H -5.0018 2.2380 -2.6339
H -2.8724 1.7196 -3.4740
H -2.1643 3.1174 -2.8447
H -3.0887 3.1886 -4.3837
C 2.5936 -1.3940 -3.8446
C 1.8949 -0.0299 -3.7639
O 1.2698 0.2411 -2.7697
N 1.9572 0.7955 -4.7626
C 1.3426 2.1389 -4.7558
H 2.2334 -1.9495 -4.7105
H 2.1794 -2.0598 -3.0876
H 3.6788 -1.4652 -3.7713
H 2.5200 0.6815 -5.5935
H 1.3104 2.4989 -3.7274
H 0.3073 2.0562 -5.0868
H 1.8617 2.8298 -5.4201
C 0.3498 4.7246 -1.5457
C -0.1757 3.6897 -0.6909
O -0.2791 2.5862 -1.1352
N -0.5790 3.9573 0.5201
C -1.2103 5.1458 1.0243
H -0.5665 5.1499 -1.9550
H 0.7183 4.1804 -2.4152
H 1.0086 5.5033 -1.1614
H -0.5825 3.1464 1.1223
H -1.7760 4.8555 1.9096
H -2.0140 5.4347 0.3470
H -0.5684 6.0122 1.1833
C 4.7956 -0.9252 4.5901
C 4.6583 -2.2737 4.0295
O 5.3683 -3.2230 4.3670
N 3.6005 -2.5224 3.2660
C 3.1571 -3.7496 2.6806
H 4.3073 -0.3043 3.8390
H 5.8178 -0.5555 4.6700
H 4.2888 -0.8328 5.5506
H 3.1188 -1.6591 3.0590
H 2.5701 -3.8314 1.7657
H 2.5856 -4.0469 3.5598
H 3.9237 -4.4972 2.4770
C -3.5888 -1.8632 2.7784
C -2.1580 -2.2836 2.5511
O -1.5333 -1.9486 1.5628
N -1.5810 -3.0143 3.4885
C -0.2657 -3.6390 3.3086
H -4.1374 -2.5858 3.3825
H -3.9379 -1.6380 1.7707
H -3.5517 -0.9940 3.4351
H -2.0003 -3.1400 4.3987
H -0.3693 -4.3861 2.5217
H -0.0253 -4.2563 4.1742
H 0.5308 -2.9481 3.0324
C 1.7912 -4.3875 -1.0851
C 2.5011 -3.1066 -0.7541
O 1.9735 -1.9654 -0.7263
N 3.8279 -3.1502 -0.5102
C 4.5671 -1.9860 0.0056
H 1.4943 -5.0219 -0.2500
H 2.3780 -4.9503 -1.8111
H 0.8413 -4.1097 -1.5420
H 4.3302 -3.9778 -0.7982
H 5.5196 -2.2072 0.4873
H 3.9532 -1.5085 0.7692
H 4.8404 -1.4323 -0.8926
C 4.6023 2.4451 -1.6215
C 3.7069 1.7769 -0.4682
O 2.5100 1.7593 -0.6138
N 4.2807 1.1875 0.5734
C 5.6738 1.2112 0.9674
H 5.0040 1.5870 -2.1604
H 5.3534 3.1330 -1.2331
H 3.9283 3.0413 -2.2367
H 3.6289 0.5949 1.0675
H 6.0906 2.2179 0.9386
H 6.2534 0.5421 0.3313
H 5.9358 0.8273 1.9533
Cl -5.1704 -4.6420 -0.6950
C -3.4366 -4.8838 -0.6663
C -3.0102 -6.1528 0.1613
Cl -3.4085 -5.9040 1.8072
H -2.9445 -3.9940 -0.2735
H -3.0288 -4.9339 -1.6759
H -1.9252 -6.2398 0.1032
H -3.4368 -7.1460 0.0214
*
```



How do the records compare in M? In the order shown, they have 568.8, 876.5, 624.9, 1007.2 g mol⁻¹.